Computed, not measured: 18 unconnected molecules or ions with the total composition C83H138O35PS10, with wB97M-V/def2-TZVPD.

Properties
Highest occupied orbital energy in eV: -10.1627
Total energy in eV: -277588.8454
Charge: +1
Max |F| in eV Å⁻¹: 5.9

Last column: Löwdin charge in e.
Atoms and positions in Å:
C -2.64811 4.96551 3.50881  -0.085
C -1.27630 4.47493 2.83380  -0.203
C -1.44003 2.97741 2.42126  -0.246
C -0.14001 2.37990 1.80590  -0.261
P -0.35362 0.96227 0.75464  0.951
C -0.87198 -0.64054 1.48501  -0.213
C -0.56211 -0.77149 3.03180  -0.236
C -1.13678 -2.01147 3.64518  -0.238
C -0.63091 -3.35335 2.92261  -0.095
C -1.52265 1.38719 -0.50089  -0.249
C -1.30927 2.87698 -1.06951  -0.212
C -2.10925 2.99289 -2.33751  -0.290
C -3.63074 2.92370 -2.19967  -0.090
C 1.24377 0.80568 0.02942  -0.255
C 1.29662 -0.35494 -1.04508  -0.214
C 2.53665 -0.31605 -1.95608  -0.266
C 3.86191 -0.71062 -1.28126  -0.105
H -3.45263 4.28120 3.23938  0.054
H -3.24838 5.82990 3.22493  0.066
H -2.59736 4.97381 4.59760  0.068
H -0.52722 4.53282 3.62350  0.101
H -1.01611 5.09303 1.97453  0.101
H -2.36542 2.99711 1.84564  0.096
H -1.74971 2.36732 3.26978  0.104
H 0.59733 2.15799 2.57738  0.114
H 0.30581 3.13607 1.15972  0.095
H -0.56864 -1.42334 0.78981  0.087
H -1.95840 -0.62197 1.39872  0.099
H -1.11111 0.02542 3.53346  0.099
H 0.50302 -0.74087 3.26123  0.117
H -2.21983 -2.05875 3.53182  0.106
H -0.89869 -2.18931 4.69388  0.110
H -0.77545 -4.31664 3.41179  0.066
H 0.45778 -3.36573 2.87067  0.065
H -1.03051 -3.52072 1.92240  0.059
H -2.50309 1.24871 -0.04522  0.097
H -1.58991 0.65572 -1.30619  0.101
H -0.33217 3.28633 -1.32605  0.114
H -1.74476 3.60496 -0.38505  0.101
H -1.78831 2.22038 -3.03630  0.109
H -1.76093 3.91865 -2.79550  0.113
H -3.94506 1.90117 -1.99053  0.073
H -4.07920 3.25384 -3.13668  0.076
H -4.05306 3.65857 -1.51433  0.079
H 1.93263 0.53868 0.83084  0.102
H 1.56082 1.79161 -0.31044  0.107
H 0.44801 -0.24542 -1.72034  0.092
H 1.28643 -1.40171 -0.74133  0.114
H 2.73602 0.64747 -2.42512  0.105
H 2.48549 -1.00056 -2.80279  0.108
H 3.89489 -0.34314 -0.25561  0.059
H 4.68887 -0.28148 -1.84704  0.079
H 3.95613 -1.77649 -1.07361  0.075
C 9.54648 6.19084 3.12086  -0.146
C 9.09639 7.51724 3.81780  -0.187
O 7.72564 7.40066 3.96656  -0.214
S 6.99276 6.26296 3.02401  0.730
O 6.07029 6.89074 2.06109  -0.248
O 6.61844 5.11761 3.79207  -0.229
O 8.44114 5.99626 2.24133  -0.230
H 9.58897 5.29344 3.73809  0.127
H 10.44939 6.33112 2.52657  0.133
H 9.17192 8.40295 3.18700  0.132
H 9.59115 7.75326 4.75993  0.132
C 8.68564 -9.20198 -0.43751  -0.194
C 7.90046 -9.32714 -1.70886  -0.196
O 8.81159 -9.79600 -2.69011  -0.192
S 10.36849 -9.39173 -2.26145  0.732
O 10.89555 -8.45028 -3.23670  -0.237
O 11.13600 -10.62556 -1.98304  -0.262
O 9.98758 -8.81510 -0.79875  -0.194
H 8.90912 -10.19447 -0.04621  0.133
H 8.13598 -8.64079 0.31817  0.142
H 7.32663 -8.48878 -2.10381  0.134
H 7.20406 -10.14850 -1.54008  0.133
C 2.99607 -15.24224 3.00016  -0.248
C 4.11550 -14.26247 3.06587  -0.141
O 3.52850 -12.95950 3.42811  -0.206
S 1.89080 -13.01317 3.31674  0.731
O 1.37674 -12.07350 2.30648  -0.254
O 1.33122 -12.96653 4.66644  -0.251
O 1.84283 -14.55351 2.74933  -0.168
H 3.09736 -15.88404 3.87533  0.134
H 3.10966 -15.96811 2.19498  0.141
H 4.55639 -14.07579 2.08664  0.125
H 4.97500 -14.48801 3.69713  0.135
C 10.30422 -1.02894 7.37183  -0.193
C 9.54782 -1.80029 8.47415  -0.213
O 8.28854 -2.14189 8.02878  -0.184
S 7.96938 -1.42351 6.51159  0.790
O 6.74973 -0.54254 6.50443  -0.272
O 8.06420 -2.46659 5.48795  -0.259
O 9.32323 -0.51072 6.53284  -0.201
H 11.04086 -1.62086 6.82860  0.131
H 10.76589 -0.11821 7.75330  0.135
H 9.42739 -1.00966 9.21474  0.127
H 10.10083 -2.66016 8.85217  0.139
C -9.69641 9.28519 5.41091  -0.139
C -9.91258 8.71346 3.96440  -0.254
O -10.41937 9.70181 3.23547  -0.194
S -10.21574 11.25491 3.87609  0.778
O -11.44993 11.73602 4.45616  -0.231
O -9.27071 12.08845 3.10929  -0.245
O -9.26737 10.63402 5.10200  -0.232
H -8.93373 8.89055 6.08225  0.131
H -10.65520 9.32740 5.92767  0.119
H -10.51478 7.80608 3.91877  0.138
H -8.90774 8.56088 3.57058  0.128
O -7.98776 -2.86215 -1.57912  -0.315
S -8.89221 -3.94913 -2.00535  0.702
O -9.67451 -4.70984 -1.01563  -0.325
O -9.97449 -3.41250 -3.16641  -0.283
C -11.32142 -3.95286 -3.19053  -0.246
C -11.31472 -5.44693 -3.52654  -0.096
C -7.97513 -5.20046 -3.04031  -0.085
H -11.81422 -3.36121 -3.96201  0.122
H -11.91303 -3.74673 -2.29854  0.116
H -10.93371 -6.18506 -2.82077  0.072
H -10.93325 -5.60594 -4.53515  0.083
H -12.35962 -5.75537 -3.49289  0.079
H -8.78574 -5.82654 -3.41321  0.037
H -7.28244 -5.76842 -2.41926  0.072
H -7.51281 -4.56102 -3.79229  0.066
O -4.49425 11.40177 -10.61198  -0.314
S -4.34030 10.48908 -11.77843  0.670
O -3.32415 10.77635 -12.75135  -0.303
O -4.00510 8.96032 -11.20064  -0.296
C -3.50049 7.97261 -12.19919  -0.204
C -4.29841 6.62410 -11.90035  -0.061
C -5.99013 10.24729 -12.60007  -0.094
H -2.45082 7.80117 -11.96065  0.111
H -3.60089 8.29727 -13.23486  0.105
H -3.65509 5.76629 -12.09633  0.065
H -5.22536 6.56033 -12.47025  0.064
H -4.50529 6.46028 -10.84277  0.070
H -6.71651 10.27679 -11.78790  0.065
H -5.98117 9.27993 -13.10229  0.053
H -6.23354 11.00723 -13.34259  0.070
O -8.21015 3.12149 3.28683  -0.291
S -8.25025 2.13292 4.35329  0.658
O -7.06450 1.34723 4.66969  -0.304
O -8.71146 2.93631 5.70462  -0.289
C -8.73223 2.25868 6.92347  -0.293
C -8.05391 3.15195 8.01010  -0.042
C -9.76025 1.08841 4.23480  -0.092
H -8.37705 1.23609 6.79594  0.107
H -9.77970 2.00576 7.08753  0.115
H -7.08606 3.58175 7.75196  0.077
H -7.91960 2.57574 8.92556  0.072
H -8.60791 4.02557 8.35359  0.072
H -9.95370 0.92248 3.17503  0.073
H -10.56505 1.72912 4.59523  0.067
H -9.68544 0.31036 4.99451  0.069
O 8.14711 7.66110 -5.73208  -0.339
S 7.81848 6.19286 -5.78084  0.769
O 6.55272 5.71550 -5.13106  -0.331
O 7.86407 5.70914 -7.40952  -0.277
C 7.98133 6.68861 -8.39816  -0.319
C 8.33112 6.05521 -9.75475  -0.070
C 9.33866 5.22860 -5.22146  -0.082
H 8.79605 7.40484 -8.29159  0.117
H 7.02442 7.19092 -8.54000  0.121
H 7.84358 5.08459 -9.84579  0.074
H 9.39442 5.83361 -9.84634  0.072
H 8.02005 6.69670 -10.57927  0.080
H 9.01662 4.40846 -4.57978  0.062
H 9.83679 5.87461 -4.49852  0.059
H 9.93409 5.07150 -6.12084  0.065
O 0.75041 -7.28042 -5.12810  -0.302
S -0.70911 -7.27310 -5.11618  0.728
O -1.51865 -6.70460 -4.02454  -0.308
O -1.31554 -6.59027 -6.56625  -0.288
C -0.69445 -6.82446 -7.79429  -0.318
C -1.68134 -6.31109 -8.84971  -0.071
C -1.43685 -8.94870 -5.53203  -0.095
H -0.41467 -7.83604 -8.08842  0.117
H 0.20231 -6.21425 -7.90192  0.116
H -1.28295 -6.36712 -9.86275  0.078
H -2.14389 -5.32787 -8.76359  0.080
H -2.50483 -7.02507 -8.86312  0.073
H -0.93802 -9.39134 -6.39420  0.057
H -2.40832 -8.65785 -5.93174  0.063
H -1.48386 -9.61593 -4.67140  0.069
C 9.51832 -3.14826 -7.78844  -0.095
C 10.84267 -2.62425 -7.79076  -0.090
C 11.10639 -1.33451 -8.22767  -0.102
C 10.05063 -0.55606 -8.70850  -0.111
C 8.77862 -1.07477 -8.85625  -0.079
C 8.48891 -2.36976 -8.30005  -0.089
H 9.35676 -4.02881 -7.18433  0.095
H 11.64735 -3.22782 -7.39756  0.094
H 12.09437 -0.90014 -8.18756  0.098
H 10.35889 0.43940 -8.99212  0.096
H 7.89403 -0.53332 -9.15749  0.092
H 7.50628 -2.79214 -8.15022  0.092
C -7.12736 -4.91941 9.28913  -0.111
C -6.10015 -5.82602 9.26564  -0.101
C -5.08900 -5.83060 10.20528  -0.110
C -5.06248 -4.86265 11.15902  -0.096
C -6.10225 -3.93969 11.15589  -0.095
C -7.15916 -3.98647 10.27831  -0.106
H -7.91738 -4.97001 8.55449  0.104
H -5.93662 -6.54823 8.47946  0.101
H -4.27230 -6.53672 10.17662  0.105
H -4.27877 -4.91354 11.90038  0.105
H -6.08462 -3.20523 11.94750  0.098
H -8.06412 -3.39836 10.31799  0.105
C -7.53041 -11.82760 0.37648  -0.127
C -6.73713 -11.20977 1.28680  -0.107
C -5.53110 -11.81081 1.65222  -0.077
C -5.12651 -12.95926 0.94362  -0.103
C -5.98058 -13.66238 0.11151  -0.080
C -7.15631 -12.99072 -0.23819  -0.102
H -8.49307 -11.43341 0.08616  0.104
H -7.04897 -10.25067 1.67316  0.101
H -4.95329 -11.36133 2.44627  0.097
H -4.28044 -13.44365 1.40833  0.095
H -5.63274 -14.63422 -0.20616  0.101
H -7.87050 -13.47976 -0.88408  0.099
C -1.06574 10.06507 -3.32128  -0.089
C 0.23013 9.92170 -2.74145  -0.100
C 1.36778 10.20013 -3.47637  -0.091
C 1.23443 10.73157 -4.76994  -0.112
C 0.02630 10.79051 -5.36647  -0.103
C -1.13477 10.48051 -4.63470  -0.092
H -1.92691 9.84741 -2.70694  0.093
H 0.25596 9.39257 -1.80030  0.090
H 2.30322 10.00896 -2.97160  0.098
H 2.13537 11.07672 -5.25533  0.103
H 0.11256 10.97053 -6.42787  0.106
H -2.08106 10.58576 -5.14447  0.098
C 2.69718 -6.30393 10.11235  -0.077
C 2.60745 -7.53901 10.77331  -0.112
C 2.01989 -7.57510 11.99175  -0.122
C 1.44931 -6.44036 12.57714  -0.105
C 1.42751 -5.23616 11.90961  -0.094
C 1.93410 -5.17217 10.56955  -0.059
H 3.19624 -6.29606 9.15460  0.088
H 2.97470 -8.47942 10.38969  0.102
H 1.93887 -8.49658 12.54916  0.101
H 1.13659 -6.62559 13.59415  0.099
H 1.02531 -4.35639 12.38986  0.093
H 1.83538 -4.27172 9.98146  0.086
C 1.19096 1.82124 -10.80681  -0.085
C 1.64426 3.07874 -10.34178  -0.073
C 1.72977 3.25640 -8.96590  -0.105
C 1.29528 2.31963 -8.00803  -0.074
C 0.93387 1.06239 -8.53626  -0.109
C 0.94726 0.84596 -9.88439  -0.138
H 1.15829 1.40745 -11.80386  0.102
H 1.96091 3.87347 -11.00098  0.098
H 2.09362 4.19672 -8.57884  0.095
H 1.15226 2.50963 -6.95454  0.093
H 0.76653 0.32874 -7.76156  0.094
H 0.76639 -0.18581 -10.14735  0.102
C 4.64722 9.48133 9.60589  -0.114
C 3.52754 9.64841 8.82708  -0.121
C 2.33375 10.06277 9.31993  -0.116
C 2.18332 10.31593 10.67447  -0.081
C 3.33182 10.18553 11.52484  -0.058
C 4.56626 9.73617 10.95294  -0.092
H 5.60662 9.38859 9.11872  0.103
H 3.65003 9.47614 7.76797  0.102
H 1.48129 10.35711 8.72576  0.102
H 1.30233 10.71588 11.15436  0.094
H 3.26129 10.32126 12.59396  0.088
H 5.43867 9.53170 11.55586  0.094